Computed, not measured: a molecular structure, C23H15IN2O4Sc, with the ωB97M-V functional and the def2-TZVPD basis.

Properties
Spin multiplicity   1
Total charge   -1
HOMO   -3.88 eV
ΔE to the lowest compared entry with this formula, charge and spin   7.78 kcal/mol
Frontier orbital gap   0.2079 Ha
Maximum force   0.004 hartree/bohr

Each line ends with the Löwdin charge.
Cartesian coordinates (Å):
Sc1 -1.11 -0.63 1.85  1.002
O1 -0.11 -0.04 5.86  0.055
C1 -0.21 -0.09 4.65  -0.595
O2 -1.02 -0.78 3.95  -0.113
C2 0.74 0.79 3.82  -0.152
C3 1.70 1.61 4.47  0.015
C4 2.52 2.37 3.70  0.004
C5 2.42 2.33 2.29  -0.151
C6 3.26 3.08 1.43  -0.041
C7 3.12 2.98 0.07  -0.081
C8 2.16 2.10 -0.48  -0.059
C9 1.34 1.37 0.32  -0.003
C10 1.45 1.48 1.73  -0.181
N1 0.62 0.74 2.52  0.101
H1 1.73 1.59 5.55  0.117
H2 3.27 3.02 4.16  0.116
H3 4.00 3.74 1.86  0.109
H4 3.76 3.55 -0.58  0.100
H5 2.08 2.01 -1.56  0.109
H6 0.62 0.66 -0.09  0.096
N2 -0.30 -1.75 0.62  -0.168
C11 0.36 -2.49 -0.29  -0.451
C12 1.74 -2.28 -0.57  -0.070
C13 2.40 -2.99 -1.55  -0.136
C14 1.75 -3.96 -2.31  -0.154
C15 0.40 -4.20 -2.04  -0.137
C16 -0.27 -3.49 -1.06  -0.076
H7 2.26 -1.52 0.01  0.088
H8 3.45 -2.78 -1.73  0.086
H9 2.27 -4.51 -3.07  0.077
H10 -0.13 -4.95 -2.61  0.087
H11 -1.32 -3.68 -0.87  0.094
I1 -2.97 -0.38 -5.98  0.804
C17 -3.10 0.07 -3.93  -0.736
C18 -2.26 -0.57 -3.04  -0.139
C19 -2.35 -0.26 -1.69  -0.008
C20 -3.27 0.68 -1.24  -0.121
C21 -4.10 1.30 -2.15  -0.024
C22 -4.02 1.01 -3.51  -0.161
C23 -3.40 1.06 0.23  -0.572
O3 -4.27 1.84 0.56  0.054
O4 -2.53 0.54 1.04  -0.151
H12 -1.54 -1.31 -3.37  0.093
H13 -1.69 -0.77 -0.99  0.072
H14 -4.81 2.03 -1.79  0.115
H15 -4.67 1.50 -4.22  0.085



Computed, not measured: a molecular structure, C23H15IN3O4Ti in a non-equilibrium geometry, with the ωB97M-V functional and the def2-TZVPD basis.

Properties
Spin multiplicity   1
Total charge   +1
HOMO   -11.76 eV
ΔE to the lowest compared entry with this formula, charge and spin   0.00 kcal/mol
Frontier orbital gap   0.2781 Ha
Maximum force   0.071 hartree/bohr

Each line ends with the Löwdin charge.
Cartesian coordinates (Å):
Ti1 0.07 -0.19 0.24  1.136
O1 -3.75 1.18 0.30  0.186
C1 -2.78 0.50 0.28  -0.470
O2 -1.47 0.89 0.31  -0.165
C2 -2.78 -1.01 0.34  -0.118
C3 -3.88 -1.86 0.28  0.053
C4 -3.69 -3.20 0.53  0.019
C5 -2.38 -3.70 0.72  0.070
C6 -1.32 -2.79 0.67  -0.143
N1 -1.54 -1.50 0.48  0.038
C7 0.20 -3.00 0.98  -0.475
O3 0.70 -4.09 1.16  0.149
O4 0.80 -1.82 0.89  -0.173
H1 -4.85 -1.45 0.04  0.138
H2 -4.46 -3.95 0.64  0.128
H3 -2.21 -4.67 0.97  0.103
C8 2.02 3.82 -0.92  -0.052
C9 2.36 3.63 -2.19  -0.059
C10 1.99 2.46 -2.83  0.042
C11 1.29 1.46 -2.07  -0.167
N2 1.08 1.60 -0.74  0.016
C12 1.37 2.79 -0.27  -0.138
C13 0.92 0.14 -2.63  -0.183
C14 0.90 -0.13 -3.99  -0.018
C15 0.32 -1.30 -4.46  -0.034
C16 -0.19 -2.23 -3.54  -0.064
C17 -0.25 -1.98 -2.20  -0.062
C18 0.28 -0.71 -1.76  -0.113
H4 2.20 4.75 -0.40  0.126
H5 2.90 4.36 -2.78  0.130
H6 2.22 2.19 -3.88  0.127
H7 1.21 2.97 0.80  0.122
H8 1.20 0.58 -4.63  0.072
H9 0.40 -1.50 -5.54  0.122
H10 -0.68 -3.21 -3.88  0.138
H11 -0.64 -2.71 -1.55  0.074
I1 3.62 0.30 1.43  1.058
C19 2.11 0.81 2.75  -0.742
C20 2.30 1.30 4.01  -0.109
C21 1.25 1.62 4.82  -0.046
C22 -0.04 1.55 4.37  -0.019
C23 -0.16 1.03 3.08  -0.129
N3 0.83 0.62 2.32  -0.053
H12 3.26 1.59 4.33  0.100
H13 1.39 1.98 5.86  0.137
H14 -0.95 1.88 4.90  0.137
H15 -1.18 0.99 2.75  0.110



Computed, not measured: a molecular structure, C23H15LiN2OS4Se, with the ωB97M-V functional and the def2-TZVPD basis.

Properties
Spin multiplicity   1
Total charge   -2
HOMO   -0.64 eV
ΔE to the lowest compared entry with this formula, charge and spin   0.00 kcal/mol
Frontier orbital gap   0.1807 Ha
Maximum force   0.014 hartree/bohr

Each line ends with the Löwdin charge.
Cartesian coordinates (Å):
Li1 -0.58 1.13 0.35  0.347
O1 -0.06 7.20 -2.77  -0.150
C1 -0.13 6.10 -2.25  -1.097
S1 -1.40 4.93 -2.57  0.877
C2 -0.85 3.64 -1.49  -1.235
C3 0.28 3.89 -0.80  -1.246
S2 1.09 2.86 0.36  0.288
S3 1.03 5.46 -1.10  0.877
S4 -1.86 2.21 -1.43  0.329
C4 1.34 -1.36 -5.15  -0.129
C5 0.13 -0.72 -4.92  -0.102
C6 -0.38 -0.64 -3.64  -0.047
C7 0.30 -1.19 -2.55  -0.192
C8 1.53 -1.81 -2.79  -0.025
C9 2.04 -1.90 -4.07  -0.108
C10 -0.32 -1.07 -1.21  -0.150
C11 0.17 -1.40 -0.01  -0.295
C12 1.45 -1.94 0.37  -0.333
C13 2.54 -1.10 0.69  -0.037
C14 3.71 -1.62 1.19  -0.107
C15 3.86 -2.98 1.42  -0.140
C16 2.80 -3.83 1.12  -0.125
C17 1.61 -3.32 0.61  -0.086
H1 1.75 -1.43 -6.15  0.083
H2 -0.41 -0.28 -5.75  0.092
H3 -1.31 -0.11 -3.46  0.084
H4 2.08 -2.23 -1.96  0.099
H5 2.99 -2.39 -4.23  0.089
H6 -1.32 -0.64 -1.25  0.055
H7 2.44 -0.03 0.52  0.092
H8 4.53 -0.94 1.42  0.093
H9 4.78 -3.38 1.82  0.078
H10 2.89 -4.89 1.29  0.086
H11 0.80 -3.99 0.36  0.101
Se1 -1.18 -1.70 1.95  1.148
N1 -1.23 0.09 1.97  -0.254
C18 -2.09 0.49 2.89  -0.382
C19 -2.35 1.86 3.20  -0.016
C20 -3.28 2.16 4.14  -0.101
C21 -4.01 1.13 4.82  -0.117
C22 -3.80 -0.19 4.54  -0.055
C23 -2.80 -0.55 3.58  -0.424
N2 -2.43 -1.78 3.27  -0.243
H12 -1.79 2.63 2.67  0.110
H13 -3.49 3.19 4.37  0.091
H14 -4.74 1.41 5.56  0.085
H15 -4.34 -0.97 5.06  0.096